Entry 1:
Formula: C6H10O
Source: the Open Molecules 2025 dataset
Level of theory: ωB97M-V with the def2-TZVPD basis set

Computed properties:
**Energy relative to the best compared isomer or geometry (same formula, charge and spin)**: 305.42 kJ/mol
**DFT total energy**: -8428.0749 eV
**HOMO level**: -8.866 eV

Each line ends with the natural charge from an NBO analysis.
CARTESIAN COORDINATES (ANGSTROEM)
C (-1.27842, -0.19694, 0.39841)  -0.40
C (-0.87481, -1.50097, -0.04863)  -0.08
O (0.77695, -1.23250, -0.74139)  -0.64
C (1.65532, -0.56812, 0.13062)  -0.11
C (1.52917, 0.94764, 0.10740)  -0.19
C (0.39982, 1.60699, -0.15445)  -0.20
C (-0.92810, 0.95664, -0.54225)  -0.46
H (-1.14019, 0.06876, 1.45484)  0.23
H (-2.31924, -0.84982, 0.30838)  0.24
H (-1.01839, -2.27189, 0.73441)  0.21
H (-1.21119, -1.77352, -1.03417)  0.21
H (1.44604, -0.87193, 1.17218)  0.16
H (2.72828, -0.82233, -0.02535)  0.18
H (2.41802, 1.53074, 0.36747)  0.20
H (0.38628, 2.69555, -0.07588)  0.20
H (-0.85370, 0.57094, -1.56697)  0.24
H (-1.71584, 1.71078, -0.48461)  0.21

Entry 2:
Formula: C27H33N5O2PdSTe
Source: the Open Molecules 2025 dataset
Level of theory: ωB97M-V with the def2-TZVPD basis set

Computed properties:
**Total charge**: +2
**Energy relative to the best compared isomer or geometry (same formula, charge and spin)**: 181.18 kJ/mol
**DFT total energy**: -61676.5045 eV
**HOMO level (spin up / spin down)**: -13.064 / -13.064 eV

Each line ends with the natural charge from an NBO analysis.
CARTESIAN COORDINATES (ANGSTROEM)
Pd (0.30349, -0.48489, -0.81125)  0.79
C (4.33059, 0.33361, -3.08645)  -0.71
C (3.25739, 0.51901, -2.05715)  0.72
O (2.34349, -0.29289, -1.91225)  -0.70
N (3.37539, 1.62951, -1.31015)  -0.59
C (2.40699, 1.99591, -0.29475)  -0.27
C (1.17899, 2.62271, -0.93005)  0.21
C (1.03979, 3.99751, -1.07505)  -0.23
C (-0.08961, 4.50281, -1.70425)  -0.11
C (-1.03181, 3.61521, -2.20175)  -0.23
C (-0.81321, 2.25871, -2.02985)  0.06
N (0.25099, 1.78041, -1.39185)  -0.47
H (4.29169, -0.67219, -3.49015)  0.26
H (5.31689, 0.51661, -2.66875)  0.25
H (4.16329, 1.03551, -3.90115)  0.25
H (4.12129, 2.27931, -1.50575)  0.42
H (2.87699, 2.68461, 0.40795)  0.24
H (2.10939, 1.06651, 0.23425)  0.22
H (1.80609, 4.65981, -0.70555)  0.24
H (-0.22631, 5.56801, -1.80825)  0.25
H (-1.91381, 3.96261, -2.71565)  0.25
H (-1.50361, 1.51991, -2.41705)  0.22
C (-0.47321, 1.84541, 2.26625)  -0.62
Te (-0.98311, -0.08289, 1.41665)  0.86
C (0.12779, -0.83979, 3.10275)  -0.67
C (0.24879, 0.28661, 4.08545)  0.02
C (0.59629, 0.03771, 5.40605)  -0.22
C (0.67589, 1.08151, 6.30965)  -0.18
C (0.44539, 2.38311, 5.89095)  -0.18
C (0.10489, 2.63791, 4.57535)  -0.18
C (-0.01931, 1.58941, 3.67375)  -0.11
H (-1.34771, 2.49841, 2.26115)  0.25
H (0.30649, 2.32561, 1.67025)  0.23
H (1.10499, -1.21479, 2.78425)  0.25
H (-0.42241, -1.67219, 3.54165)  0.25
H (0.78669, -0.97639, 5.72315)  0.23
H (0.90949, 0.87311, 7.34045)  0.24
H (0.51659, 3.19591, 6.59445)  0.24
H (-0.07801, 3.64931, 4.24765)  0.22
C (-4.32091, 0.88741, 0.21445)  -0.41
N (-4.48361, 0.26271, -1.08225)  -0.39
C (-5.83331, 0.23061, -1.61445)  -0.42
C (-3.43961, -0.29539, -1.67865)  0.70
C (-3.56881, -0.82269, -3.07635)  -0.71
O (-2.33081, -0.36779, -1.08895)  -0.79
H (-4.98421, 1.74621, 0.28635)  0.22
H (-3.28581, 1.22061, 0.32475)  0.21
H (-4.55311, 0.18501, 1.01935)  0.22
H (-6.51901, 0.54491, -0.83255)  0.23
H (-6.11661, -0.77839, -1.91105)  0.22
H (-5.94621, 0.90111, -2.46785)  0.22
H (-4.58901, -0.87749, -3.43335)  0.24
H (-3.10841, -1.80649, -3.14045)  0.25
H (-3.00611, -0.16929, -3.74345)  0.25
N (-1.75431, -3.20309, -1.25065)  -0.80
C (-0.49001, -3.58999, -1.07985)  0.30
N (0.47399, -2.77149, -0.73005)  -0.58
C (1.67609, -3.42489, -0.59945)  0.19
C (2.88059, -2.85179, -0.20025)  -0.24
C (4.00169, -3.65459, -0.14275)  -0.19
C (3.93539, -5.01449, -0.45005)  -0.20
C (2.74199, -5.60599, -0.82175)  -0.18
C (1.62029, -4.80259, -0.89095)  -0.25
S (-0.01151, -5.26019, -1.30815)  0.43
H (-1.97691, -2.21509, -1.12065)  0.43
H (-2.46851, -3.88419, -1.44135)  0.42
H (2.89839, -1.79389, 0.04645)  0.21
H (4.95329, -3.23329, 0.14025)  0.23
H (4.82829, -5.61509, -0.38995)  0.24
H (2.68309, -6.65689, -1.05165)  0.24

Entry 3:
Formula: C2H2ErFO
Source: the Open Molecules 2025 dataset
Level of theory: ωB97M-V with the def2-TZVPD basis set

Computed properties:
**Spin multiplicity**: 4
**Total charge**: +2
**Energy relative to the best compared isomer or geometry (same formula, charge and spin)**: 329.06 kJ/mol
**DFT total energy**: -34467.7627 eV
**<S²>**: 3.75
**HOMO level (spin up / spin down)**: -17.682 / -17.677 eV

Each line ends with the natural charge from an NBO analysis.
CARTESIAN COORDINATES (ANGSTROEM)
O (-0.60313, -0.59116, -0.73223)  -0.69
C (0.02721, 0.41478, -0.77205)  0.66
C (0.62844, 1.51439, -0.33459)  0.09
H (0.09044, 2.46323, -0.38733)  0.27
F (1.96097, 1.61581, -0.38741)  -0.24
Er (-1.64805, -2.32269, 0.77847)  2.34
H (-0.90047, -1.06136, 2.09682)  -0.44

Entry 4:
Formula: C4H6O2
Source: the Open Molecules 2025 dataset
Level of theory: ωB97M-V with the def2-TZVPD basis set

Computed properties:
**Energy relative to the best compared isomer or geometry (same formula, charge and spin)**: 122.48 kJ/mol
**DFT total energy**: -8339.1917 eV
**HOMO level**: -10.706 eV

Each line ends with the natural charge from an NBO analysis.
CARTESIAN COORDINATES (ANGSTROEM)
O (2.07495, 0.36081, 1.28352)  -0.57
C (2.07046, 0.13350, 0.10365)  0.65
O (1.06198, -0.42143, -0.58766)  -0.50
C (-0.14067, -0.56417, 0.14867)  0.06
C (-1.38949, -0.40984, -0.64730)  -0.43
C (-0.95301, 0.67390, 0.30802)  -0.43
H (2.89660, 0.36169, -0.58374)  0.12
H (-0.08353, -1.28978, 0.95447)  0.21
H (-1.27748, -0.21762, -1.70995)  0.23
H (-2.24039, -1.02809, -0.37810)  0.22
H (-0.52819, 1.57342, -0.12870)  0.22
H (-1.49122, 0.82758, 1.23712)  0.22

Entry 5:
Formula: C5H8N2O
Source: the Open Molecules 2025 dataset
Level of theory: ωB97M-V with the def2-TZVPD basis set

Computed properties:
**Energy relative to the best compared isomer or geometry (same formula, charge and spin)**: 658.94 kJ/mol
**DFT total energy**: -10335.8967 eV
**HOMO level (spin up / spin down)**: -7.739 / -7.387 eV

Each line ends with the natural charge from an NBO analysis.
CARTESIAN COORDINATES (ANGSTROEM)
C (-0.75898, -0.41426, 1.08247)  -0.02
C (0.52739, 0.72316, -0.59581)  0.13
C (0.37745, 0.20688, 0.68487)  -0.05
C (-2.10785, -0.76843, -0.83605)  0.34
C (0.43982, 0.14423, -1.98911)  -0.73
N (-1.74426, -1.22829, 0.36728)  -0.65
N (0.99661, 0.83613, 1.69748)  -0.79
O (-3.10975, -1.50027, -1.33331)  -0.68
H (-1.11933, -0.20038, 2.05752)  0.18
H (1.53490, 0.10079, -2.37216)  0.24
H (0.04453, -0.88115, -2.08840)  0.22
H (0.02473, 0.87261, -2.67258)  0.24
H (-2.38551, -1.86738, 0.87328)  0.37
H (1.00209, 0.25598, 2.49012)  0.37
H (1.76937, 1.36346, 1.41963)  0.39
H (-3.46888, -2.18918, -0.72070)  0.43

Entry 6:
Formula: C2H5N5
Source: the Open Molecules 2025 dataset
Level of theory: ωB97M-V with the def2-TZVPD basis set

Computed properties:
**Energy relative to the best compared isomer or geometry (same formula, charge and spin)**: 496.44 kJ/mol
**DFT total energy**: -9600.8761 eV
**HOMO level**: -8.229 eV

Each line ends with the natural charge from an NBO analysis.
CARTESIAN COORDINATES (ANGSTROEM)
C (-0.62752, -1.61687, 0.19243)  -0.08
C (0.34303, -0.71075, -0.47158)  0.32
H (0.75919, 1.27763, 1.19477)  0.33
H (0.73132, 2.30620, 0.00738)  0.36
H (-2.08539, 1.20310, 0.09813)  0.39
H (-0.41266, -2.80889, 0.19364)  0.26
H (2.16403, -0.10233, -0.88294)  0.36
N (0.85801, 1.29699, 0.09968)  -0.62
N (-0.17037, 0.54954, -0.32416)  -0.17
N (-1.36387, 0.43641, 0.40009)  -0.27
N (-1.73507, -0.82919, 0.40954)  -0.18
N (1.53929, -1.00184, -0.91699)  -0.71

Copy entry 5 word for word.
Formula: C5H8N2O
Source: the Open Molecules 2025 dataset
Level of theory: ωB97M-V with the def2-TZVPD basis set

Computed properties:
**Energy relative to the best compared isomer or geometry (same formula, charge and spin)**: 658.94 kJ/mol
**DFT total energy**: -10335.8967 eV
**HOMO level (spin up / spin down)**: -7.739 / -7.387 eV

Each line ends with the natural charge from an NBO analysis.
CARTESIAN COORDINATES (ANGSTROEM)
C (-0.75898, -0.41426, 1.08247)  -0.02
C (0.52739, 0.72316, -0.59581)  0.13
C (0.37745, 0.20688, 0.68487)  -0.05
C (-2.10785, -0.76843, -0.83605)  0.34
C (0.43982, 0.14423, -1.98911)  -0.73
N (-1.74426, -1.22829, 0.36728)  -0.65
N (0.99661, 0.83613, 1.69748)  -0.79
O (-3.10975, -1.50027, -1.33331)  -0.68
H (-1.11933, -0.20038, 2.05752)  0.18
H (1.53490, 0.10079, -2.37216)  0.24
H (0.04453, -0.88115, -2.08840)  0.22
H (0.02473, 0.87261, -2.67258)  0.24
H (-2.38551, -1.86738, 0.87328)  0.37
H (1.00209, 0.25598, 2.49012)  0.37
H (1.76937, 1.36346, 1.41963)  0.39
H (-3.46888, -2.18918, -0.72070)  0.43

Q: What is the energy relative to the best compared isomer or geometry (same formula, charge and spin) in the fifth record?
A: 658.94 kJ/mol

Q: What is the DFT total energy in the sixth record?
A: -9600.8761 eV

What did the sixth record say?
Formula: C2H5N5
Source: the Open Molecules 2025 dataset
Level of theory: ωB97M-V with the def2-TZVPD basis set

Computed properties:
**Energy relative to the best compared isomer or geometry (same formula, charge and spin)**: 496.44 kJ/mol
**DFT total energy**: -9600.8761 eV
**HOMO level**: -8.229 eV

Each line ends with the natural charge from an NBO analysis.
CARTESIAN COORDINATES (ANGSTROEM)
C (-0.62752, -1.61687, 0.19243)  -0.08
C (0.34303, -0.71075, -0.47158)  0.32
H (0.75919, 1.27763, 1.19477)  0.33
H (0.73132, 2.30620, 0.00738)  0.36
H (-2.08539, 1.20310, 0.09813)  0.39
H (-0.41266, -2.80889, 0.19364)  0.26
H (2.16403, -0.10233, -0.88294)  0.36
N (0.85801, 1.29699, 0.09968)  -0.62
N (-0.17037, 0.54954, -0.32416)  -0.17
N (-1.36387, 0.43641, 0.40009)  -0.27
N (-1.73507, -0.82919, 0.40954)  -0.18
N (1.53929, -1.00184, -0.91699)  -0.71